The following is a DFT calculation (wB97M-V/def2-TZVPD) of a single C2H3N3O molecule in a non-equilibrium geometry.

Last columns: bonded neighbours and bond lengths (Å).
CARTESIAN COORDINATES (ANGSTROEM)
1 H 0.061 -2.375 1.028  N2 0.986
2 N 0.542 -1.532 1.202  H1 0.986, C3 1.304
3 C 0.075 -0.565 0.462  N2 1.304, N4 1.490, O7 1.416
4 N -0.786 -0.705 -0.747  C3 1.490, C5 1.255
5 C -0.633 0.468 -1.167  N4 1.255, N6 1.347, H8 1.257
6 N 0.092 1.319 -0.414  C5 1.347, O7 1.339, H9 1.121
7 O 0.666 0.710 0.632  C3 1.416, N6 1.339
8 H -1.240 1.287 -1.901  C5 1.257
9 H 0.270 2.413 -0.244  N6 1.121

Values from the calculation:
structure (SMILES)	[H]/N=c1\nc[nH]o1
multiplicity	1
net charge	0
energy above the lowest of the compared OMol25 structures with the same formula, charge and spin	90.2	kcal/mol